Density functional theory data (ωB97M-V/def2-TZVPD) for a molecular structure, C36H40AuCl2N7O5PS in a non-equilibrium geometry.

Last column: Löwdin charge in e.
Element x y z (Å)
H -5.553 3.252 -0.282  0.080
C 0.574 -1.134 -4.203  -0.020
C -1.143 -1.821 2.303  -0.768
H -0.582 3.935 -1.418  0.113
C -1.162 1.155 -6.549  -0.567
H 1.409 2.519 1.965  0.108
H -4.059 2.074 1.291  0.100
C -2.898 -1.728 -3.299  -0.055
H -2.178 -4.079 -0.326  0.111
H -3.122 -1.061 -4.123  0.102
C 2.869 0.871 -0.691  -0.140
C 1.564 -0.360 -6.374  -0.255
S 0.180 -0.656 2.333  0.689
H -2.313 -3.718 4.511  0.162
N -1.398 -2.394 3.470  0.066
C -2.329 -1.220 -2.145  -0.026
H 0.004 2.728 -2.588  0.099
C -0.894 -0.195 -6.865  -0.303
H -0.762 4.667 1.895  0.067
H -3.781 -1.207 2.307  0.108
H -2.654 4.237 -2.688  0.066
C -3.712 -3.212 3.089  -0.228
H -2.618 2.678 -6.263  0.101
H -4.169 2.582 -1.167  0.065
N 0.358 -0.752 -7.027  0.064
C -1.842 3.679 -3.153  -0.063
C -4.301 -2.150 2.401  -0.031
H 0.918 4.880 1.377  0.080
C 0.615 -0.847 -2.719  -0.670
C 3.942 0.366 -5.153  -0.075
C 0.373 2.847 1.847  -0.320
C 1.693 -0.503 -4.990  -0.150
C -3.766 3.054 0.894  -0.299
H -6.029 -1.465 1.362  0.111
C 4.518 -0.132 0.375  -0.050
Au 0.378 -0.739 -0.026  1.099
Cl 0.109 2.301 -6.273  0.757
Cl -1.765 -2.677 -7.512  0.724
N 2.337 -0.118 0.000  -0.100
C 3.352 -0.758 0.673  -0.108
H -0.394 -0.759 -4.543  0.113
H -3.973 -5.214 3.823  0.118
H -4.548 1.176 -6.625  0.109
N -1.755 -2.169 1.181  0.036
H 0.330 -1.705 -7.352  0.080
H -3.181 -4.983 -2.396  0.111
H 2.312 1.544 -1.319  0.139
H -0.243 2.312 2.574  0.083
H -2.072 -0.170 -2.058  0.094
C 2.897 -0.141 -4.397  -0.028
C -6.264 -3.493 2.028  -0.066
H 0.590 -2.216 -4.340  0.143
C -5.687 -4.542 2.729  -0.068
C -2.396 -3.432 -1.163  -0.012
C -4.474 3.318 -0.423  -0.077
H -1.314 4.344 -3.837  0.079
C 0.262 4.344 2.064  -0.067
O 0.642 -1.845 -1.927  -0.074
O -1.510 2.065 -1.397  -0.349
C 2.623 0.113 -7.136  -0.028
C -2.068 -2.078 -1.078  -0.267
C -0.880 3.148 -2.110  -0.262
H 4.873 0.641 -4.673  0.101
H -4.232 4.314 -0.794  0.076
C 3.810 0.484 -6.528  -0.073
H -2.262 2.847 -3.718  0.065
H 3.013 -0.275 -3.328  0.100
C -4.424 -4.398 3.272  -0.018
O 0.569 0.316 -2.286  -0.055
C -2.462 1.631 -6.478  -0.125
O -0.008 2.485 0.512  -0.358
H -4.036 3.817 1.625  0.118
H 3.162 -1.599 1.315  0.108
H 4.630 0.860 -7.125  0.107
H -7.257 -3.597 1.613  0.110
H 2.505 0.186 -8.208  0.121
P -1.472 1.854 0.191  0.805
C -5.571 -2.297 1.879  -0.061
H -3.626 -3.479 -4.309  0.108
H 5.525 -0.331 0.693  0.126
N -1.471 -1.552 0.088  -0.107
H 0.546 4.590 3.088  0.082
C -2.954 -3.928 -2.326  -0.059
O -2.347 3.119 0.775  -0.315
H -4.144 -1.204 -7.205  0.109
N 4.191 0.891 -0.485  0.103
C -3.317 -0.533 -7.019  -0.126
C -3.540 0.794 -6.696  -0.091
C -2.024 -1.006 -7.106  -0.586
N -2.449 -3.129 3.701  0.060
C -3.202 -3.079 -3.397  -0.056
H -6.225 -5.471 2.856  0.112
H 4.843 1.536 -0.899  0.170

Values from the calculation:
- multiplicity = 1
- F_max (eV Å⁻¹) = 1.58
- net charge = +1
- Kohn-Sham gap (alpha / beta) (eV) = 5.535 / 5.400
- lowest unoccupied orbital energy (alpha / beta) (eV) = -4.5 / -4.6
- energy relative to the best compared isomer or geometry (same formula, charge and spin) (kcal per mole) = 43.2